1.
Molecular formula: C19H12BrCl4MnNO2Te
Method: DFT, ωB97M-V/def2-TZVPD

```
41
Properties=species:S:1:pos:R:3:mulliken_spin:R:1
Mn 1.675 -0.768 -0.610 3.9807
Cl 3.799 5.487 0.383 0.0008
C 3.726 3.783 0.191 0.0059
C 4.885 3.009 0.263 0.0035
Cl 6.402 3.761 0.541 0.0001
C 4.825 1.620 0.108 -0.0045
Cl 6.228 0.636 0.192 0.0010
C 3.602 1.017 -0.130 -0.0596
O 3.430 -0.312 -0.307 0.0334
C 2.445 1.796 -0.193 0.0597
O 1.304 1.088 -0.382 0.0649
C 2.496 3.166 -0.037 0.0006
Cl 1.018 4.052 -0.121 0.0002
C -1.484 0.832 0.465 0.0137
Te -0.842 0.226 -1.469 0.0557
C -3.990 -0.711 -0.932 0.0035
C -4.023 0.302 0.176 -0.0233
C -5.319 0.551 0.630 -0.0001
C -5.588 1.561 1.537 0.0008
C -4.546 2.338 2.013 -0.0006
C -3.253 2.080 1.591 0.0028
C -2.959 1.065 0.682 0.0046
H -0.906 1.744 0.620 -0.0048
H -1.095 0.071 1.143 -0.0004
H -4.777 -1.452 -0.828 0.0005
H -4.025 -0.275 -1.927 0.0016
H -6.137 -0.050 0.252 -0.0001
H -6.603 1.736 1.865 0.0000
H -4.733 3.135 2.718 0.0000
H -2.439 2.675 1.986 0.0002
Br -2.346 -1.827 -1.032 -0.0077
C 0.773 -2.889 -0.861 -0.0776
C 0.478 -4.256 -1.001 -0.0230
C 1.509 -5.172 -1.054 0.0122
C 2.847 -4.757 -0.952 0.0025
C 3.100 -3.417 -0.807 0.0224
N 2.042 -2.589 -0.783 -0.0661
H -0.549 -4.590 -1.071 0.0014
H 1.289 -6.225 -1.170 0.0006
H 3.660 -5.467 -0.981 -0.0019
H 4.082 -2.978 -0.703 -0.0035
```

Summary:
2S+1	5
LUMO (alpha / beta)	-0.181 / -0.180	Eh
HOMO-LUMO gap (alpha / beta)	5.5872 / 5.7005	eV
<S²>	6.095
E_tot	-184219.878	eV
HOMO energy (alpha / beta)	-10.502 / -10.607	eV
net charge	+1
largest force on an atom	1.1	eV Å⁻¹

2.
Molecular formula: C56H145N11O17
Method: DFT, ωB97M-V/def2-TZVPD

```
229
Properties=species:S:1:pos:R:3:mulliken_charge:R:1
C -4.878 -0.588 6.197 -0.8252
O -3.779 -1.052 6.840 -0.3750
C -3.450 -2.463 6.703 -0.2315
C -2.856 -3.046 7.958 -0.3650
N -1.423 -3.056 8.077 -0.3546
C -0.946 -4.260 8.716 -0.2721
C -1.371 -4.496 10.205 -0.5187
O -0.428 -5.369 10.857 -0.4186
C -0.238 -6.602 10.224 -0.7317
H -4.837 0.501 6.233 0.2927
H -5.779 -1.094 6.545 0.3477
H -4.762 -0.664 5.116 0.2991
H -2.938 -2.548 5.744 -0.1282
H -4.381 -2.978 6.466 0.3950
H -3.300 -4.041 7.979 0.2292
H -3.299 -2.615 8.855 0.4624
H -1.218 -3.236 7.104 0.1007
H 0.138 -4.249 8.610 0.5186
H -1.204 -5.202 8.231 0.1074
H -2.376 -4.915 10.148 0.3360
H -1.301 -3.595 10.815 0.3285
H 0.529 -6.553 9.451 0.2700
H -1.116 -7.150 9.882 0.2632
H 0.218 -7.367 10.852 0.3186
C 8.832 -8.046 -10.200 -0.7082
O 8.154 -7.025 -9.419 -0.3165
C 7.438 -7.525 -8.263 -0.7254
C 6.930 -6.282 -7.423 -0.2840
N 8.056 -5.549 -6.856 -0.4190
C 7.779 -4.155 -6.577 -0.7860
C 6.627 -3.974 -5.582 -0.1532
O 6.496 -2.590 -5.355 -0.3249
C 5.561 -2.284 -4.370 -0.4171
H 8.138 -8.486 -10.916 0.2723
H 9.194 -8.884 -9.605 0.2962
H 9.605 -7.584 -10.813 0.2420
H 8.069 -8.170 -7.652 0.3907
H 6.629 -8.159 -8.625 0.4201
H 6.338 -6.636 -6.580 0.3104
H 6.368 -5.553 -8.007 0.2004
H 8.704 -5.441 -7.624 0.2823
H 7.711 -3.518 -7.460 0.3367
H 8.697 -3.850 -6.075 0.3545
H 6.918 -4.539 -4.696 0.2700
H 5.697 -4.374 -5.986 0.1863
H 4.606 -2.743 -4.627 0.1646
H 5.335 -1.217 -4.380 -0.0140
H 5.730 -2.555 -3.328 0.4259
C -0.820 0.970 4.967 -0.9834
O -0.468 1.716 3.768 -0.3274
C 0.519 2.755 3.973 -1.0465
C 1.311 3.001 2.603 0.6251
N 1.841 1.692 2.134 0.5567
C 2.940 1.208 2.844 -1.0544
C 3.558 -0.160 2.273 1.2830
O 4.597 -0.564 3.164 -0.4535
C 4.564 -1.997 3.363 -0.5278
H 0.144 0.744 5.424 0.3750
H -1.454 0.085 4.922 0.1944
H -1.400 1.661 5.579 0.3060
H 1.278 2.446 4.692 0.4632
H 0.164 3.753 4.231 0.5711
H 2.143 3.703 2.660 0.7886
H 0.562 3.393 1.915 -1.3964
H 1.100 1.022 2.284 -0.3138
H 2.993 0.890 3.885 0.2236
H 3.711 1.978 2.809 0.3960
H 4.031 -0.002 1.304 -0.0636
H 2.793 -0.915 2.088 -0.6767
H 4.041 -2.206 4.296 0.2854
H 5.550 -2.462 3.357 0.3912
H 4.045 -2.643 2.655 0.0514
C -4.251 6.556 3.301 -0.8793
O -3.195 5.888 2.595 -0.0562
C -3.290 4.466 2.354 0.0901
C -4.340 4.139 1.296 -0.2316
N -4.265 2.730 0.899 -0.1491
C -4.837 2.530 -0.498 -0.9986
C -4.010 3.082 -1.625 0.3157
O -4.697 4.230 -2.057 -0.3285
C -4.227 4.678 -3.285 -0.6035
H -3.892 7.557 3.538 0.2387
H -4.526 6.249 4.310 0.3255
H -5.103 6.692 2.635 0.3416
H -3.402 3.894 3.276 0.3981
H -2.315 4.026 2.145 -0.6047
H -4.041 4.850 0.525 0.2616
H -5.361 4.428 1.544 0.2564
H -3.386 2.237 0.971 0.0951
H -5.831 2.961 -0.383 0.1370
H -4.994 1.454 -0.567 0.4025
H -3.714 2.338 -2.364 0.8193
H -3.136 3.461 -1.095 -0.3838
H -4.456 3.992 -4.101 0.2169
H -3.155 4.858 -3.202 0.1415
H -4.797 5.590 -3.461 0.3028
C -0.578 5.005 -0.598 -0.6528
O 0.449 5.683 0.147 -0.3688
C -0.050 6.253 1.242 0.2022
C 0.999 7.318 1.596 -1.0701
N 0.742 8.013 2.890 -0.3297
C -0.449 8.801 2.906 -0.1165
C -0.169 10.062 2.167 -0.5924
O 0.857 10.688 2.845 -0.3830
C 1.436 11.786 2.168 -0.8127
H -0.251 4.818 -1.621 0.0728
H -1.463 5.630 -0.714 0.5970
H -0.842 4.126 -0.011 0.4168
H -0.027 5.563 2.085 -0.1520
H -1.057 6.636 1.071 0.4262
H 0.974 7.942 0.703 0.2335
H 1.963 6.810 1.614 0.3491
H 1.506 8.672 2.905 0.2879
H -0.633 9.004 3.961 0.3243
H -1.334 8.276 2.546 -0.0468
H -1.166 10.499 2.220 0.3687
H 0.115 10.022 1.116 0.4102
H 2.250 11.398 1.556 0.3157
H 1.939 12.425 2.895 0.2671
H 0.733 12.434 1.645 0.3287
C 6.710 -0.031 -2.120 -0.3734
O 6.439 1.183 -1.470 -0.4760
C 5.075 1.505 -1.396 0.0329
C 4.675 2.122 -2.748 -0.4721
N 3.816 3.317 -2.475 -0.1796
C 2.409 3.105 -2.235 -0.1525
C 1.577 3.428 -3.484 -0.9218
O 0.344 2.807 -3.375 0.1718
C -0.618 3.304 -4.299 -0.9318
H 7.786 0.025 -2.289 0.2618
H 6.164 -0.035 -3.064 0.0351
H 6.472 -0.810 -1.396 0.2830
H 5.009 2.273 -0.625 0.2393
H 4.444 0.697 -1.028 0.0817
H 4.291 1.451 -3.516 0.1240
H 5.595 2.509 -3.188 0.3278
H 4.163 4.100 -1.939 0.3385
H 2.130 3.769 -1.416 0.1947
H 2.067 2.238 -1.671 -0.2035
H 2.143 3.145 -4.371 0.5681
H 1.655 4.513 -3.412 0.2753
H -0.203 3.370 -5.304 0.3740
H -0.844 4.298 -3.911 0.2861
H -1.526 2.705 -4.372 0.2151
C -2.482 -0.640 1.298 -1.7423
C -1.296 0.237 0.705 1.8722
C -1.222 0.212 -0.816 -0.1067
O -0.827 -1.069 -1.277 -0.3375
C 0.066 -1.006 -2.344 -0.6734
N -1.503 1.540 1.174 0.9767
H -3.477 -0.261 1.066 0.1850
H -2.366 -0.830 2.366 0.3867
H -2.446 -1.676 0.961 0.4596
H -0.368 0.009 1.229 -0.7104
H -0.600 1.033 -1.172 0.2518
H -2.261 0.309 -1.131 -0.0615
H 0.439 -2.029 -2.384 -0.0422
H 0.872 -0.272 -2.355 0.2374
H -0.511 -0.974 -3.268 0.3064
H -0.841 2.125 0.684 -0.6761
H -1.196 1.541 2.136 -0.2518
C 3.740 -2.390 -7.536 -1.5460
C 2.342 -2.897 -6.969 0.5354
C 1.329 -1.732 -6.603 -0.8410
O 2.046 -0.828 -5.774 -0.1569
C 1.110 0.238 -5.289 -0.7405
N 1.723 -3.688 -8.024 -0.7966
H 4.430 -3.112 -7.973 0.4884
H 4.350 -1.881 -6.790 0.2058
H 3.648 -1.653 -8.334 0.4733
H 2.546 -3.494 -6.080 0.3616
H 0.448 -2.240 -6.211 0.3063
H 1.133 -1.297 -7.583 0.2132
H 1.772 0.727 -4.574 -0.1321
H 0.105 -0.033 -4.965 0.4336
H 0.920 0.793 -6.207 0.5371
H 2.053 -4.638 -8.118 0.2803
H 2.226 -3.302 -8.810 0.3386
C 0.794 -4.399 -1.334 -1.8989
C 0.555 -3.992 0.137 0.6631
C 1.515 -3.011 0.757 -0.5279
O 1.113 -2.711 2.072 -0.1191
C 1.198 -3.662 3.079 -0.7777
N -0.841 -3.544 0.141 -0.6621
H 1.256 -3.589 -1.899 0.3398
H -0.118 -4.796 -1.778 0.4413
H 1.543 -5.167 -1.523 0.4997
H 0.595 -4.961 0.634 0.2987
H 1.452 -2.079 0.196 -0.1999
H 2.531 -3.407 0.738 0.6258
H 0.601 -4.551 2.877 0.1088
H 1.082 -3.413 4.133 0.2505
H 2.213 -4.031 2.925 0.3614
H -1.045 -3.009 -0.691 0.5300
H -0.800 -2.729 0.736 -0.0140
C -3.821 -8.989 4.255 -1.7638
C -2.719 -8.119 4.569 0.6497
C -3.159 -6.965 5.524 -0.8270
O -2.157 -6.107 6.005 -0.1745
C -1.404 -5.351 5.202 -0.8504
N -1.622 -8.903 5.265 -0.6984
H -4.591 -8.396 3.761 0.4336
H -4.381 -9.292 5.140 0.4211
H -3.451 -9.803 3.633 0.4099
H -2.256 -7.630 3.712 0.2342
H -3.603 -7.377 6.431 0.2728
H -3.795 -6.299 4.941 0.3732
H -1.098 -5.769 4.244 0.4140
H -0.469 -5.069 5.686 0.2508
H -1.859 -4.363 5.119 0.2615
H -2.135 -9.713 5.584 0.3361
H -1.432 -8.405 6.123 0.2527
C -6.917 2.052 -3.586 -1.0904
C -7.823 3.087 -2.941 1.0585
C -8.677 3.811 -3.998 -0.9573
O -7.933 4.696 -4.863 -0.2578
C -8.647 5.715 -5.606 -0.7950
N -8.791 2.565 -1.983 -0.8332
H -7.544 1.181 -3.773 0.5031
H -6.061 1.837 -2.946 -0.0232
H -6.481 2.553 -4.451 0.1790
H -7.160 3.806 -2.461 0.0899
H -9.218 4.548 -3.405 0.3660
H -9.339 3.243 -4.652 0.3501
H -9.373 6.367 -5.118 0.3151
H -9.068 5.225 -6.483 0.3014
H -7.825 6.349 -5.937 0.2321
H -9.340 3.337 -1.633 0.2975
H -8.251 2.383 -1.149 0.3134
```

Summary:
SMILES	COC[C@H](C)N.COC[C@H](C)N.COC[C@H](C)N.COC[C@H](C)N.COC[C@H](C)N.COCCNCCOC.COCCNCCOC.COCCNCCOC.COCCNCCOC.COCCNCCOC.COCCNCCOC
LUMO	0.018	Eh
HOMO-LUMO gap	8.6976	eV
E_tot	-111602.173	eV
HOMO energy	-8.212	eV
energy above the lowest of the compared OMol25 structures with the same formula, charge and spin	1048.8	kJ/mol
net charge	0
largest force on an atom	4.5	eV Å⁻¹

3.
Molecular formula: LiN2O10SSr4
Method: DFT, ωB97M-V/def2-TZVPD

```
18
Properties=species:S:1:pos:R:3:mulliken_charge:R:1
Sr -3.605 1.052 -0.873 1.8887
Sr 1.842 -1.891 1.002 2.0216
Sr 0.733 3.194 1.878 2.0756
Sr 0.574 0.208 -2.849 1.8117
Li -2.380 -1.106 2.614 0.9347
N -2.183 -1.910 -2.487 0.7697
O -1.042 -1.614 -2.848 -0.7144
O -2.942 -1.030 -2.149 -0.6442
O -2.592 -3.075 -2.394 -0.4019
N 3.605 1.269 2.028 0.8164
O 2.787 0.352 1.865 -0.6657
O 3.158 2.418 1.765 -0.7349
O 4.751 0.864 2.333 -0.3919
S -0.535 0.264 0.035 1.1891
O -1.136 0.882 -1.094 -0.9118
O -1.696 -0.165 0.869 -0.6869
O 0.285 -0.812 -0.463 -0.8532
O 0.376 1.098 0.767 -0.5028
```

Summary:
LUMO	-0.606	Eh
HOMO-LUMO gap	6.9816	eV
E_tot	-37780.750	eV
HOMO energy	-23.464	eV
net charge	+5
largest force on an atom	6.3	eV Å⁻¹

4.
Molecular formula: C3H5FOS
Method: DFT, ωB97M-V/def2-TZVPD

```
11
Properties=species:S:1:pos:R:3:mulliken_charge:R:1
C 0.916 -1.097 -1.614 -0.7733
C 0.002 -0.460 -0.856 0.4961
C -0.930 0.882 1.366 -0.7674
O 1.737 0.549 0.739 -0.5814
F -1.283 -0.649 -1.026 -0.2358
S 0.453 0.952 0.200 0.4388
H 2.030 -0.857 -1.396 0.2044
H 0.727 -1.861 -2.269 0.3639
H -1.457 -0.132 1.130 0.2624
H -1.625 1.723 1.219 0.2951
H -0.570 0.950 2.507 0.2972
```

Summary:
LUMO	0.024	Eh
HOMO-LUMO gap	9.7362	eV
E_tot	-18789.582	eV
HOMO energy	-9.096	eV
energy above the lowest of the compared OMol25 structures with the same formula, charge and spin	223.8	kJ/mol
net charge	0
largest force on an atom	4.9	eV Å⁻¹